(1)
52
Properties=species:S:1:pos:R:3:nbo_charge:R:1 method="wB97M-V/def2-TZVPD" e_above_lowest_kcal_mol=60.8 e_homo_ev=-8.266 energy_ha=-1317.38666 gap_ev=8.54 smiles="Cc1ccc(C2=NN(CCC(=O)NCc3ccc4c(c3)OCO4)C(=O)CC2)cc1"
C -5.650 -1.886 0.715 -0.632
C -4.290 -1.574 0.174 0.007
C -4.013 -0.336 -0.393 -0.209
C -2.768 -0.048 -0.916 -0.211
C -1.747 -0.997 -0.885 -0.028
C -2.027 -2.242 -0.313 -0.193
C -3.273 -2.523 0.204 -0.219
H -3.465 -3.495 0.638 0.212
H -1.251 -2.993 -0.298 0.224
C -0.405 -0.730 -1.400 0.231
N 0.537 -1.477 -0.958 -0.276
N 1.815 -1.320 -1.366 -0.289
C 2.287 -0.225 -2.035 0.673
O 3.444 -0.145 -2.390 -0.594
C 1.270 0.881 -2.222 -0.493
C -0.136 0.330 -2.431 -0.467
H -0.214 -0.138 -3.420 0.231
H -0.867 1.136 -2.391 0.227
H 1.305 1.488 -1.311 0.243
H 1.588 1.508 -3.056 0.241
C 2.751 -2.367 -0.976 -0.205
C 2.387 -3.037 0.348 -0.500
C 2.347 -2.022 1.485 0.681
O 3.338 -1.660 2.083 -0.633
N 1.096 -1.605 1.785 -0.625
H 0.371 -1.787 1.102 0.419
C 0.855 -0.510 2.705 -0.237
C 0.720 0.793 1.960 -0.032
C 1.847 1.558 1.699 -0.207
C 1.778 2.748 0.979 -0.258
C 0.538 3.132 0.526 0.214
C -0.597 2.355 0.766 0.287
C -0.533 1.185 1.479 -0.289
H -1.418 0.596 1.661 0.232
O -1.686 2.952 0.181 -0.499
C -1.207 4.149 -0.394 0.238
O 0.187 4.237 -0.205 -0.479
H -1.700 5.012 0.083 0.158
H -1.433 4.158 -1.472 0.155
H 2.653 3.344 0.781 0.235
H 2.805 1.218 2.060 0.236
H -0.055 -0.726 3.271 0.201
H 1.712 -0.476 3.382 0.239
H 1.428 -3.545 0.260 0.217
H 3.165 -3.767 0.571 0.243
H 2.787 -3.124 -1.768 0.198
H 3.734 -1.894 -0.906 0.246
H -2.595 0.938 -1.317 0.217
H -4.785 0.420 -0.420 0.211
H -6.138 -0.987 1.083 0.219
H -6.273 -2.308 -0.075 0.224
H -5.590 -2.615 1.520 0.218

***

(2)
55
Properties=species:S:1:pos:R:3:nbo_charge:R:1 method="wB97M-V/def2-TZVPD" e_above_lowest_kcal_mol=56.3 e_homo_ev=-8.869 energy_ha=-1866.03600 gap_ev=8.73 smiles="Cc1noc(C)c1C(=O)OCC(=O)N1CCN(S(=O)(=O)c2ccc3ccccc3c2)CC1"
C -0.869 4.343 2.933 -0.644
C -0.016 4.546 1.744 0.205
N -0.157 5.560 0.940 -0.139
O 0.781 5.449 -0.041 -0.268
C 1.514 4.355 0.152 0.432
C 1.059 3.713 1.287 -0.338
C 1.531 2.483 1.906 0.801
O 1.076 1.996 2.916 -0.614
O 2.539 1.937 1.206 -0.503
C 3.159 0.758 1.710 -0.171
H 2.765 0.520 2.702 0.220
H 4.230 0.969 1.776 0.221
C 3.000 -0.402 0.717 0.652
O 3.946 -0.748 0.037 -0.618
N 1.782 -0.973 0.604 -0.435
C 0.629 -0.794 1.459 -0.251
H 0.755 0.038 2.148 0.248
C 0.390 -2.082 2.263 -0.239
N 0.303 -3.240 1.413 -0.676
S -1.203 -3.799 0.973 2.334
O -2.026 -3.706 2.140 -0.936
O -0.996 -5.069 0.345 -0.937
C -1.840 -2.662 -0.262 -0.360
C -1.610 -2.913 -1.582 -0.104
C -2.076 -2.012 -2.564 -0.116
C -1.863 -2.229 -3.942 -0.167
C -2.329 -1.336 -4.866 -0.207
C -3.025 -0.188 -4.455 -0.196
C -3.246 0.051 -3.127 -0.209
C -2.782 -0.851 -2.146 0.032
C -3.010 -0.640 -0.768 -0.188
C -2.549 -1.531 0.161 -0.224
H -2.732 -1.406 1.217 0.242
H -3.563 0.236 -0.461 0.218
H -3.783 0.932 -2.808 0.215
H -3.386 0.506 -5.199 0.219
H -2.166 -1.508 -5.919 0.219
H -1.328 -3.115 -4.249 0.216
H -1.086 -3.812 -1.869 0.232
C 1.388 -3.378 0.474 -0.242
H 1.139 -4.209 -0.185 0.241
C 1.618 -2.086 -0.317 -0.241
H 2.528 -2.162 -0.915 0.255
H 0.763 -1.876 -0.969 0.198
H 2.299 -3.626 1.030 0.208
H -0.541 -2.027 2.826 0.243
H 1.220 -2.230 2.964 0.202
H -0.238 -0.588 0.820 0.203
C 2.600 4.051 -0.803 -0.675
H 3.561 4.075 -0.293 0.247
H 2.474 3.050 -1.211 0.250
H 2.594 4.784 -1.605 0.239
H -0.250 4.304 3.827 0.240
H -1.389 3.390 2.857 0.235
H -1.587 5.154 3.012 0.234

***

(3)
51
Properties=species:S:1:pos:R:3:nbo_charge:R:1 method="wB97M-V/def2-TZVPD" total_charge=+3 e_above_lowest_kcal_mol=0.0 e_homo_ev=-19.141 energy_ha=-1600.75025 gap_ev=6.54
Pd 0.592 -0.965 -1.024 1.065
O 4.478 -0.218 -0.345 -0.411
C 3.375 -0.515 -0.051 0.778
O 2.522 -1.052 -0.961 -0.667
C 2.802 -0.430 1.363 -0.897
P 1.021 -0.602 1.306 1.593
C 0.120 0.685 2.010 -0.563
C -1.238 0.496 2.372 -0.129
C -1.926 1.527 2.965 -0.198
C -1.295 2.760 3.165 -0.035
C 0.027 2.971 2.771 -0.215
C 0.740 1.947 2.189 -0.051
C 0.384 -2.242 1.404 -0.386
C 0.714 -3.101 0.320 -0.317
C 0.196 -4.389 0.275 -0.140
C -0.578 -4.846 1.336 -0.104
C -0.859 -4.021 2.425 -0.132
C -0.403 -2.713 2.460 -0.185
H 3.101 0.485 1.871 0.321
H 3.188 -1.277 1.941 0.338
H -1.731 -0.452 2.205 0.237
H -2.951 1.386 3.280 0.270
H -1.846 3.569 3.631 0.269
H 0.498 3.930 2.938 0.273
H 1.769 2.118 1.902 0.230
H 1.495 -2.877 -0.415 0.277
H 0.452 -5.051 -0.541 0.273
H -0.937 -5.868 1.334 0.275
H -1.437 -4.405 3.255 0.275
H -0.635 -2.082 3.308 0.254
O -1.320 -1.359 -1.739 -0.749
C -1.982 -0.471 -2.719 -0.071
C -2.549 0.757 -2.049 -0.438
C -1.533 1.442 -1.124 -0.446
C -0.242 1.772 -1.815 0.228
C -0.079 2.987 -2.461 -0.219
C 1.066 3.252 -3.197 -0.063
C 2.047 2.276 -3.290 -0.212
C 1.866 1.086 -2.623 0.052
N 0.752 0.854 -1.894 -0.426
H -1.977 -1.811 -1.193 0.531
H -2.733 -1.064 -3.235 0.247
H -1.193 -0.231 -3.429 0.206
H -3.438 0.509 -1.466 0.243
H -2.880 1.434 -2.840 0.266
H -1.340 0.801 -0.263 0.199
H -1.967 2.359 -0.726 0.269
H -0.874 3.718 -2.389 0.264
H 1.186 4.204 -3.698 0.274
H 2.948 2.418 -3.871 0.282
H 2.604 0.299 -2.669 0.267

***

(4)
51
Properties=species:S:1:pos:R:3:nbo_charge:R:1 method="wB97M-V/def2-TZVPD" e_above_lowest_kcal_mol=3.7 e_homo_ev=-8.868 energy_ha=-1606.04234 gap_ev=9.23 smiles="Cc1ccccc1CS(=O)(=O)Cc1ccc(C(=O)NCCc2ccccc2)o1"
C -3.829 -3.206 -0.350 -0.647
C -2.629 -2.694 0.382 0.010
C -2.224 -3.282 1.573 -0.209
C -1.113 -2.826 2.261 -0.195
C -0.374 -1.772 1.755 -0.209
C -0.763 -1.178 0.569 -0.216
C -1.885 -1.622 -0.121 0.015
C -2.321 -0.922 -1.356 -0.671
H -1.581 -0.212 -1.711 0.243
H -2.620 -1.593 -2.157 0.260
S -3.843 0.071 -1.007 2.128
O -4.824 -0.239 -2.014 -0.948
O -4.234 -0.058 0.366 -0.932
C -3.342 1.846 -1.269 -0.671
C -2.392 2.215 -0.217 0.263
C -2.594 2.663 1.060 -0.273
C -1.323 2.725 1.667 -0.217
C -0.422 2.312 0.722 0.155
C 1.036 2.136 0.828 0.622
O 1.641 2.332 1.863 -0.610
N 1.628 1.733 -0.324 -0.607
H 1.054 1.569 -1.136 0.399
C 3.023 1.382 -0.395 -0.220
H 3.481 1.867 -1.262 0.197
H 3.489 1.765 0.516 0.237
C 3.225 -0.140 -0.481 -0.445
C 4.691 -0.462 -0.499 0.076
C 5.406 -0.528 0.691 -0.249
C 6.765 -0.786 0.681 -0.189
C 7.427 -0.978 -0.520 -0.223
C 6.724 -0.911 -1.710 -0.202
C 5.364 -0.653 -1.698 -0.248
H 4.819 -0.603 -2.631 0.206
H 7.234 -1.061 -2.650 0.212
H 8.488 -1.180 -0.528 0.213
H 7.309 -0.838 1.612 0.212
H 4.892 -0.378 1.628 0.213
H 2.748 -0.604 0.385 0.217
H 2.744 -0.520 -1.386 0.202
O -1.074 1.997 -0.431 -0.425
H -1.086 3.030 2.664 0.248
H -3.537 2.904 1.504 0.241
H -2.927 1.904 -2.271 0.250
H -4.271 2.403 -1.201 0.271
H -0.181 -0.362 0.169 0.201
H 0.494 -1.406 2.282 0.216
H -0.825 -3.294 3.191 0.214
H -2.795 -4.108 1.972 0.210
H -4.549 -2.406 -0.511 0.234
H -4.311 -3.998 0.217 0.223
H -3.544 -3.606 -1.324 0.215

***

(5)
51
Properties=species:S:1:pos:R:3:nbo_charge:R:1 method="wB97M-V/def2-TZVPD" e_above_lowest_kcal_mol=56.3 e_homo_ev=-7.952 energy_ha=-1283.05419 gap_ev=8.65 smiles="CCOc1ccc([C@H](NC(=O)c2ccco2)c2ccc(OC)c(OC)c2)cc1"
C 2.143 -5.856 -4.021 -0.617
C 2.206 -4.613 -3.147 -0.062
O 0.967 -4.495 -2.478 -0.500
C 0.782 -3.465 -1.609 0.310
C 1.715 -2.471 -1.332 -0.322
C 1.408 -1.468 -0.429 -0.124
C 0.180 -1.427 0.214 -0.078
C -0.745 -2.427 -0.061 -0.191
C -0.452 -3.430 -0.960 -0.254
H -1.167 -4.209 -1.176 0.222
H -1.702 -2.429 0.440 0.218
C -0.103 -0.313 1.201 -0.096
N -1.501 -0.258 1.576 -0.598
C -1.929 -0.457 2.842 0.630
O -1.197 -0.740 3.771 -0.615
C -3.388 -0.316 3.004 0.154
C -4.160 -0.461 4.126 -0.234
C -5.492 -0.220 3.723 -0.319
C -5.435 0.053 2.390 0.109
O -4.173 -0.002 1.943 -0.403
H -6.198 0.292 1.675 0.205
H -6.368 -0.247 4.338 0.232
H -3.803 -0.709 5.104 0.244
H -2.164 0.015 0.867 0.408
C 0.315 1.028 0.640 -0.041
C -0.143 1.440 -0.601 -0.179
C 0.218 2.679 -1.099 -0.313
C 1.042 3.541 -0.385 0.281
C 1.514 3.130 0.876 0.257
C 1.132 1.881 1.360 -0.233
H 1.503 1.597 2.332 0.229
O 2.329 3.817 1.723 -0.495
C 2.817 5.101 1.408 -0.239
H 3.431 5.386 2.262 0.188
H 3.432 5.092 0.506 0.181
H 2.008 5.824 1.286 0.181
O 1.419 4.776 -0.858 -0.525
C 0.942 5.196 -2.111 -0.250
H 1.280 4.535 -2.916 0.176
H 1.363 6.189 -2.262 0.200
H -0.151 5.262 -2.127 0.176
H -0.153 2.972 -2.067 0.218
H -0.773 0.792 -1.192 0.206
H 0.440 -0.511 2.134 0.253
H 2.140 -0.701 -0.223 0.210
H 2.682 -2.467 -1.810 0.218
H 3.023 -4.703 -2.417 0.171
H 2.387 -3.723 -3.767 0.170
H 1.333 -5.764 -4.738 0.213
H 3.081 -5.982 -4.554 0.212
H 1.961 -6.732 -3.404 0.214